# 1
2 unconnected molecules or ions with the total composition C2H7N2O in a non-equilibrium geometry. Source: the OMol25 dataset; level of theory: ωB97M-V with the def2-TZVPD basis set.

Bonds (Å) are listed after each position.
Cartesian coordinates (Å):
1 C 1.62 0.03 2.28  N2 1.350, H3 1.130, H4 1.130
2 N 1.75 0.11 0.94  C1 1.350, H5 1.024, H6 1.012
3 H 1.52 0.97 2.91  C1 1.130
4 H 1.37 -1.05 2.47  C1 1.130
5 H 1.03 -0.38 0.41  N2 1.024
6 H 2.47 0.74 0.63  N2 1.012
7 C -0.84 0.15 -1.25  N8 1.330, O9 1.308, H10 1.040
8 N -2.05 -0.03 -1.79  C7 1.330, H11 1.065, H12 1.066
9 O -0.41 -0.38 -0.13  C7 1.308
10 H -0.46 0.99 -1.73  C7 1.040
11 H -2.85 -0.38 -1.18  N8 1.065
12 H -2.37 0.47 -2.68  N8 1.066

Values from the calculation:
DFT total energy (Ha): -264.82551
ΔE to the lowest compared entry with this formula, charge and spin (kJ/mol): 277.5
Net charge: +1
Kohn-Sham gap (eV): 9.059

***

# 2
A gas-phase ion, C2H7N2O (charge +1) in a non-equilibrium geometry. Source: the OMol25 dataset; level of theory: ωB97M-V with the def2-TZVPD basis set.

Bonds (Å) are listed after each position.
Cartesian coordinates (Å):
1 C -0.79 -1.27 -0.15  C2 1.675, H6 1.102, H7 1.169, H8 1.138
2 C 0.48 -0.19 -0.01  C1 1.675, N3 1.631, N4 1.389, O5 1.312
3 N -0.32 1.23 -0.11  C2 1.631, H9 1.009, H10 1.085, H11 1.023
4 N 1.61 -0.23 0.80  C2 1.389, O5 1.484, H12 1.015
5 O 1.60 -0.28 -0.68  C2 1.312, N4 1.484
6 H -1.44 -0.79 -0.89  C1 1.102
7 H -1.34 -1.46 0.87  C1 1.169
8 H -0.63 -2.33 -0.55  C1 1.138
9 H -1.07 1.22 -0.78  N3 1.009
10 H 0.49 1.86 -0.44  N3 1.085
11 H -0.61 1.61 0.80  N3 1.023
12 H 2.02 0.63 1.16  N4 1.015

Values from the calculation:
DFT total energy (Ha): -264.76331
ΔE to the lowest compared entry with this formula, charge and spin (kJ/mol): 440.8
Net charge: +1
SMILES string: C[C@@]1([NH3+])NO1
Kohn-Sham gap (eV): 11.567

***

> Which of these has the lowest ΔE to the lowest compared entry with this formula, charge and spin?

number 1